Molecular formula: C3H2O2Yb
Method: DFT, the ωB97M-V functional and the def2-TZVPD basis

Computed properties:
Max |F|: 1.6 eV Å⁻¹
2S+1: 2
Charge: -1
HOMO (spin up / spin down): -0.0505 / -0.0711 Eh
Orbital gap (spin up / spin down): 4.679 / 5.059 eV

Cartesian coordinates (Å):
H1 -1.196118 -0.645608 0.539660
Yb1 -2.042149 1.431381 0.867332
O1 0.602456 0.484199 0.665563
O2 0.554766 0.635297 -1.443256
C1 0.248761 -0.838662 0.179446
C2 0.494740 -0.808817 -1.241712
C3 0.547815 1.335550 -0.336676
H2 0.789728 -1.593339 0.769643

Force components x, y, z for each atom (eV/Å):
H 1.16 -1.07 -0.35
Yb -0.05 0.36 0.13
O -0.28 -0.13 1.12
O -0.61 -0.34 -0.32
C 0.33 0.64 -0.68
C -0.09 -0.18 0.58
C 0.54 0.58 -0.42
H -1.00 0.13 -0.06

Mulliken population analysis, charges in e, atoms 1 to 6: number 1, H, carries -0.0849; number 2, Yb, carries -0.3378; number 3, O, carries -0.0601; number 4, O, carries -0.0036; number 5, C, carries 0.0463; number 6, C, carries -0.6268

Molecular formula: CH15NO6
Method: DFT, the ωB97M-V functional and the def2-TZVPD basis

Computed properties:
Structure (SMILES): C=N.O.O.O.O.O.O
Max |F|: 1.3 eV Å⁻¹
Energy relative to the best compared isomer or geometry (same formula, charge and spin): 49.56 kcal per mole
Charge: 0
HOMO: -0.3648 Eh
Orbital gap: 10.541 eV

Cartesian coordinates (Å):
C1 2.378432 5.519775 3.607003
N1 2.341900 6.460045 2.782899
H1 3.366514 5.052932 3.836071
H2 1.512049 5.208171 4.174066
H3 1.450493 6.925717 2.633388
H4 -5.385406 -3.769595 1.538778
H5 -5.187902 -5.213663 1.960792
O1 -4.882397 -4.563158 1.312785
H6 -0.636057 -3.428748 -1.964844
H7 -0.512747 -2.941202 -0.538374
O2 -0.186075 -2.756950 -1.432965
H8 -1.329648 -1.089657 1.629078
H9 0.060293 -0.885926 1.098433
O3 -0.462022 -1.500185 1.620323
H10 1.948823 0.011271 -6.309989
H11 1.941155 -1.507500 -6.325552
O4 1.573446 -0.753639 -5.864210
H12 1.995625 -0.472035 -0.103898
H13 1.624927 -1.165372 -1.431541
O5 1.291940 -0.563881 -0.761994
H14 -0.954765 1.248179 -0.419365
H15 -0.685419 -0.171030 -0.808615
O6 -1.263157 0.356451 -0.232267

Force components x, y, z for each atom (eV/Å):
C 0.54 -0.02 0.53
N 0.77 0.65 -0.82
H -0.85 0.16 -0.26
H -0.22 -0.39 0.26
H -0.24 -0.40 0.29
H 0.16 -0.10 -0.13
H 0.15 0.11 -0.22
O -0.31 -0.01 0.34
H 0.16 0.24 -0.01
H 0.23 0.35 0.03
O -0.42 -0.58 -0.02
H -0.06 0.11 -0.10
H -0.09 0.04 -0.20
O 0.14 -0.50 0.36
H -0.02 0.03 0.01
H 0.07 -0.21 -0.10
O -0.05 0.18 0.10
H -0.11 -0.02 -0.33
H -0.10 -0.29 -0.03
O 0.52 0.43 0.40
H -0.14 0.12 0.09
H -0.15 -0.11 0.24
O 0.01 0.22 -0.43

Mulliken population analysis, charges in e, atoms 1 to 6: number 1, C, carries -0.2404; number 2, N, carries -0.4575; number 3, H, carries 0.2329; number 4, H, carries 0.2253; number 5, H, carries 0.2398; number 6, H, carries 0.3210